No. 1
The ion C8H10N3O2 with charge +1 at a distorted geometry, computed with ωB97M-V with the def2-TZVPD basis set.

The lowest unoccupied orbital energy (alpha / beta) comes out at -5.66 / -6.27 eV. As for the energy relative to the best compared isomer or geometry (same formula, charge and spin): 165.0 kcal per mole. As for the total energy: -625.123457 Eh. Its HOMO energy (alpha / beta) is -12.9 / -12.8 eV. Its SMILES is CC(=O)/[N+](=N\ON)c1ccccc1. Its charge is +1. The spin multiplicity is 1. The HOMO-LUMO gap (alpha / beta) is 7.22 / 6.57 eV.

Geometry as XYZ:
```
23
Properties=species:S:1:pos:R:3:forces:R:3
C -3.477 0.505 0.561 0.3 -0.9 -1.2
C -3.000 -0.795 0.298 0.4 1.4 -0.6
C -2.716 1.663 0.364 -0.7 -0.8 0.4
C -1.714 -0.898 -0.175 2.3 -2.1 0.2
C -1.377 1.495 0.082 0.3 -0.9 0.7
C -0.818 0.216 -0.144 -4.3 1.3 -0.3
C 1.129 -1.181 0.162 -0.8 -0.7 1.7
C 1.940 -1.880 -0.844 1.4 0.4 -1.4
N 1.350 1.214 -0.246 -1.9 -2.5 -0.8
N 3.616 1.573 0.075 2.4 0.7 -1.3
N 0.511 0.113 -0.355 4.8 2.5 1.2
O 0.758 -1.458 1.273 1.2 0.2 -1.9
O 2.553 0.724 -0.031 -1.0 -1.8 0.8
H -4.519 0.477 0.720 -1.0 0.9 0.7
H -3.690 -1.633 0.323 0.3 0.1 0.1
H -3.198 2.630 0.520 0.5 -0.2 0.0
H -1.288 -1.937 -0.399 -0.7 1.6 0.1
H -0.667 2.250 0.289 0.3 1.2 -0.4
H 2.849 -1.226 -1.210 -2.3 -1.1 0.3
H 1.230 -2.219 -1.661 1.0 0.6 0.6
H 2.418 -2.746 -0.429 -0.1 -0.6 0.4
H 4.493 0.963 -0.086 -2.2 1.4 0.7
H 3.616 2.152 0.915 -0.2 -0.6 0.0
```
Positions in Å, forces in eV/Å.

No. 2
A cluster of 2 separate species, C8H10N3O2 in total at a distorted geometry, computed with ωB97M-V with the def2-TZVPD basis set.

The lowest unoccupied orbital energy (alpha / beta) comes out at -4.62 / -7.81 eV. As for the energy relative to the best compared isomer or geometry (same formula, charge and spin): 23.5 kcal per mole. As for the total energy: -625.102796 Eh. Its HOMO energy (alpha / beta) is -10.7 / -14.0 eV. The expectation value of S² is 2.026. Its charge is +1. The spin multiplicity is 3. The HOMO-LUMO gap (alpha / beta) is 6.04 / 6.23 eV.

Geometry as XYZ:
```
23
Properties=species:S:1:pos:R:3:forces:R:3
C 1.591 -0.075 -0.856 4.9 4.5 3.3
C 1.838 0.078 0.583 2.9 1.7 -3.7
C 0.506 -0.863 -0.946 -5.4 -4.7 -0.1
C -1.188 1.403 1.094 1.6 0.6 1.2
C -0.881 -1.806 0.753 -0.3 0.0 0.2
C 2.935 0.840 1.272 -1.2 0.9 -1.5
C -0.096 -1.507 -2.092 0.6 0.4 -1.8
C -3.247 0.652 0.087 0.3 -1.3 -2.6
N 0.997 -0.549 1.330 -1.4 -1.6 0.9
N 0.194 -1.251 0.397 -0.5 -0.2 -0.5
N -1.862 0.684 0.438 -0.8 -0.5 -0.9
O -0.352 1.909 1.724 0.0 0.7 0.2
O -1.875 -2.282 1.043 -0.2 -0.4 0.1
H 1.970 0.531 -1.686 0.2 -0.4 0.6
H 3.391 0.165 1.967 1.1 -0.3 -0.1
H 3.525 1.380 0.466 -0.2 -0.8 1.6
H 2.413 1.534 1.931 0.2 0.5 -0.2
H 0.359 -0.945 -2.958 -1.1 -0.7 0.5
H 0.095 -2.560 -2.290 1.2 -0.6 0.4
H -1.171 -1.677 -2.163 -0.5 1.2 0.3
H -3.696 -0.091 0.695 -0.9 -0.3 0.7
H -3.719 1.609 0.100 -0.4 0.5 0.2
H -3.292 0.225 -0.968 -0.2 0.7 1.2
```
Positions in Å, forces in eV/Å.

No. 3
The ion C8H10N3OS with charge +1 at a distorted geometry, computed with ωB97M-V with the def2-TZVPD basis set.

The lowest unoccupied orbital energy comes out at -4.87 eV. As for the energy relative to the best compared isomer or geometry (same formula, charge and spin): 98.7 kcal per mole. As for the total energy: -948.125424 Eh. Its HOMO energy is -12.7 eV. Its charge is +1. The spin multiplicity is 1. The HOMO-LUMO gap is 7.86 eV.

Geometry as XYZ:
```
23
Properties=species:S:1:pos:R:3:forces:R:3
C -0.503 2.184 -0.813 -2.8 0.5 1.5
C -0.037 -0.276 0.018 -1.2 1.1 -0.2
C -1.259 0.412 0.242 1.2 0.3 -2.1
C 0.896 0.467 -0.813 1.0 -2.5 1.4
C -0.129 -1.457 0.775 -5.6 0.4 2.9
C 0.920 -2.359 1.133 0.5 -1.6 0.7
C -3.531 -0.245 1.319 -0.8 1.1 -0.5
C 3.323 1.015 -2.042 2.1 1.7 -0.8
N -1.578 1.584 -0.192 0.8 0.8 -0.2
N 0.621 1.689 -1.154 1.4 0.0 -0.9
N -1.485 -1.541 1.484 6.1 -0.4 -3.3
O -2.125 -0.385 0.905 -0.2 -1.0 0.5
S 2.464 -0.203 -1.145 -0.8 -1.4 0.1
H -0.552 3.231 -0.901 -0.7 1.2 -0.5
H 0.619 -2.937 2.071 0.9 0.9 -1.2
H 1.834 -1.735 1.170 -0.2 -0.6 0.6
H 1.107 -3.079 0.317 -0.1 0.1 0.3
H -4.241 -0.652 0.547 1.1 -0.1 0.9
H -3.536 -0.699 2.317 -0.3 0.1 -0.5
H -3.641 0.839 1.321 -0.3 -0.1 0.4
H 4.370 0.768 -2.381 -1.4 -1.0 0.0
H 3.633 1.774 -1.372 -0.1 1.0 1.2
H 2.832 1.604 -2.805 -0.5 -0.7 -0.4
```
Positions in Å, forces in eV/Å.